[1]
DFT (ωB97M-V/def2-TZVPD) results for C25H28I2IrN3O as an isolated structure in a non-equilibrium geometry.

Atoms and positions in Å:
Ir -0.619 0.524 0.475
I 5.239 5.585 1.619
C 3.892 4.105 0.994
C 4.267 3.199 0.013
C 3.359 2.241 -0.387
I 3.875 0.858 -1.870
C 2.052 2.131 0.155
O 1.250 1.195 -0.289
C 1.710 3.083 1.147
C 0.369 3.073 1.839
N -0.742 2.678 0.947
C -2.089 2.940 1.508
C -3.007 1.779 1.258
C -4.324 1.930 0.884
C -5.161 0.820 0.835
C -4.629 -0.422 1.202
C -3.301 -0.523 1.524
N -2.455 0.550 1.509
C 2.630 4.048 1.547
H 5.250 3.242 -0.435
H 0.185 4.070 2.246
H 0.369 2.371 2.678
H -0.633 3.166 0.064
H -2.523 3.854 1.104
H -1.984 3.074 2.588
H -4.703 2.920 0.654
H -6.196 0.919 0.540
H -5.256 -1.304 1.245
H -2.849 -1.471 1.788
H 2.345 4.764 2.312
C 0.718 -3.529 1.838
C 1.889 -2.860 1.100
C 2.342 -1.589 1.827
C 1.580 -2.707 -0.384
C 2.407 -3.377 -1.265
C 2.163 -3.403 -2.629
C 1.022 -2.790 -3.125
C 0.139 -2.102 -2.313
C -1.112 -1.547 -2.987
C -2.400 -1.942 -2.255
C -1.057 -0.039 -3.258
C 0.452 -1.978 -0.910
N -0.327 -1.269 -0.075
H 0.995 -3.732 2.875
H 0.448 -4.476 1.365
H -0.157 -2.877 1.834
H 2.735 -3.548 1.140
H 1.536 -0.870 1.909
H 3.173 -1.110 1.304
H 2.668 -1.847 2.839
H 3.271 -3.902 -0.871
H 2.839 -3.924 -3.296
H 0.803 -2.858 -4.186
H -1.133 -2.024 -3.969
H -2.419 -1.521 -1.248
H -2.480 -3.029 -2.174
H -3.273 -1.570 -2.796
H -1.112 0.529 -2.335
H -1.901 0.261 -3.885
H -0.127 0.230 -3.763

The spin multiplicity is 5. The gap between HOMO and LUMO (alpha / beta) is 5.89 / 6.58 eV. As for the calculated total energy: -1908.5529 a.u. As for the expectation value of S²: 6.08. As for the highest occupied orbital energy (alpha / beta): -5.6 / -7.8 eV. As for the total charge: 0.

[2]
DFT (ωB97M-V/def2-TZVPD) results for a single C25H28N6O2S molecule in a non-equilibrium geometry.

Atoms and positions in Å:
C -6.435 -0.844 0.896
H -7.001 -0.694 1.812
H -6.969 -0.351 0.087
C -5.033 -0.274 1.068
H -4.550 -0.767 1.912
H -5.104 0.792 1.299
C -4.110 -0.438 -0.153
N -2.816 0.167 0.192
C -1.971 -0.309 1.111
O -2.199 -1.201 1.899
C -0.619 0.458 1.242
N 0.447 -0.545 1.269
C 0.387 -1.554 0.379
O -0.470 -1.614 -0.485
C 1.449 -2.658 0.469
N 2.780 -2.175 0.256
C 3.290 -1.567 -0.849
C 2.768 -1.218 -2.089
C 3.622 -0.566 -2.947
C 4.949 -0.273 -2.597
C 5.475 -0.621 -1.376
C 4.628 -1.279 -0.485
N 4.811 -1.731 0.788
N 3.729 -2.243 1.201
H 6.493 -0.397 -1.102
H 5.568 0.243 -3.316
H 3.265 -0.267 -3.922
H 1.746 -1.444 -2.353
H 1.192 -3.392 -0.304
H 1.415 -3.147 1.445
C 1.470 -0.383 2.276
C 2.566 0.548 1.845
C 2.813 1.096 0.626
C 3.976 1.901 0.608
C 4.594 1.950 1.813
S 3.770 1.019 2.999
H 5.488 2.473 2.086
H 4.327 2.409 -0.271
H 2.202 0.938 -0.244
H 1.907 -1.351 2.537
H 1.002 0.006 3.188
C -0.368 1.560 0.252
C -0.248 2.875 0.691
C 0.013 3.872 -0.237
N 0.156 3.644 -1.530
C 0.036 2.397 -1.953
C -0.227 1.324 -1.116
H -0.316 0.326 -1.513
H 0.159 2.251 -3.018
H 0.119 4.903 0.071
H -0.347 3.118 1.738
H -0.654 0.900 2.245
H -2.468 0.857 -0.456
C -3.894 -1.909 -0.513
H -3.076 -1.995 -1.224
H -4.792 -2.332 -0.953
H -3.626 -2.472 0.376
C -4.633 0.333 -1.364
H -5.580 -0.081 -1.695
H -4.781 1.383 -1.118
H -3.927 0.259 -2.189
H -6.400 -1.911 0.694

As for the SMILES: CCC(C)(C)NC(=O)[C@H](c1ccncc1)N(Cc1cccs1)C(=O)Cn1nnc2ccccc21. The gap between HOMO and LUMO is 9.28 eV. As for the calculated total energy: -1846.6846 a.u. As for the highest occupied orbital energy: -8.8 eV. As for the total charge: 0.

[3]
DFT (ωB97M-V/def2-TZVPD) results for C25H28N6O3 as an isolated structure in a non-equilibrium geometry.

Atoms and positions in Å:
C -4.770 -3.565 0.589
N -4.985 -2.170 0.374
C -3.983 -1.150 0.242
C -4.332 0.088 0.116
N -3.107 0.540 -0.085
C -2.292 -0.394 0.169
N -2.911 -1.624 0.420
N -0.913 -0.148 -0.015
C -0.185 -1.356 0.288
C 1.382 -1.070 0.458
N 1.777 -0.426 -0.823
C 0.713 0.154 -1.720
C -0.188 0.609 -0.861
H -0.909 1.383 -1.357
H 0.295 1.525 -0.262
H 1.208 0.737 -2.178
H 0.323 -0.851 -2.172
C 3.125 -0.057 -0.762
C 4.338 -0.922 -0.597
C 3.978 -2.331 -0.655
C 4.951 -3.317 -0.620
C 6.117 -2.814 0.099
C 6.472 -1.449 0.213
C 5.423 -0.579 0.089
H 5.689 0.590 -0.167
H 7.529 -1.215 0.499
H 7.019 -3.823 0.134
H 4.842 -4.197 -0.747
H 2.970 -2.724 -1.051
C 3.257 1.188 0.111
C 3.455 1.238 1.361
C 3.363 2.226 2.091
C 3.157 3.533 1.688
C 2.897 3.479 0.281
C 2.933 2.415 -0.497
H 2.850 2.787 -1.529
H 2.750 4.580 -0.308
H 3.086 4.389 2.563
H 3.550 2.200 3.295
H 3.564 0.294 1.941
H 3.418 0.237 -1.721
H 1.316 -0.153 1.458
H 1.819 -1.933 0.836
H -0.353 -2.283 -0.359
H -0.589 -1.723 1.263
C -2.773 2.079 0.094
H -3.541 2.451 0.885
H -1.781 2.195 0.485
C -3.200 2.920 -1.356
O -4.462 3.740 -1.149
H -5.069 3.213 -0.910
H -3.343 2.088 -2.069
H -2.196 3.516 -1.654
C -5.638 0.560 0.182
O -5.954 1.733 0.047
N -6.598 -0.285 0.428
C -6.475 -1.805 0.291
O -7.467 -2.498 0.512
H -7.583 0.003 0.215
H -5.612 -4.123 0.881
H -4.143 -3.796 1.304
H -4.216 -3.906 -0.281

The gap between HOMO and LUMO is 8.37 eV. As for the calculated total energy: -1523.0984 a.u. As for the highest occupied orbital energy: -8.0 eV. As for the total charge: 0.

[4]
DFT (ωB97M-V/def2-TZVPD) results for C25H29AsN6O2S6Tb as an isolated structure.

Atoms and positions in Å:
Tb 0.154 0.419 -0.232
N 2.635 3.392 2.419
C 1.599 2.776 1.785
N 1.357 1.514 1.787
C 2.286 0.658 2.385
N 2.184 -0.627 2.281
N 1.136 -1.027 1.498
C 0.959 -2.344 1.475
C -0.073 -2.880 0.692
C -0.345 -4.274 0.609
C -1.391 -4.719 -0.145
C -2.198 -3.783 -0.831
C -1.862 -2.446 -0.725
N -0.836 -1.984 -0.016
C 3.455 1.224 3.059
C 4.433 0.443 3.672
C 5.551 1.029 4.234
C 5.714 2.412 4.180
C 4.753 3.204 3.577
C 3.622 2.611 3.022
H 2.953 4.191 1.867
H 0.959 3.427 1.199
H 1.617 -2.982 2.059
H 0.289 -4.964 1.154
H -1.601 -5.781 -0.210
H -3.055 -4.087 -1.417
H -2.441 -1.676 -1.225
H 4.298 -0.630 3.673
H 6.309 0.412 4.702
H 6.598 2.872 4.604
H 4.869 4.278 3.518
O -2.115 0.563 -1.120
N -2.831 1.620 -0.789
C -3.358 2.345 -1.796
C -4.153 3.434 -1.558
C -4.382 3.797 -0.226
C -3.794 3.080 0.782
C -2.956 1.972 0.530
S -2.106 1.116 1.718
H -3.070 1.978 -2.770
H -4.548 3.997 -2.390
H -4.997 4.657 0.009
H -3.921 3.362 1.817
S 3.218 4.445 -0.550
As 2.246 2.907 -1.721
S 2.764 0.880 -1.041
S 0.062 2.948 -1.308
S 2.560 3.115 -3.834
C -0.641 -4.300 -4.469
C -0.117 -2.957 -3.981
C -1.114 -1.844 -4.265
S -0.625 -0.233 -3.606
O 0.131 -0.590 -2.351
C 0.671 0.234 -4.758
C 0.148 1.003 -5.966
C -0.576 2.288 -5.581
H 0.069 -5.103 -4.262
H -0.833 -4.293 -5.546
H -1.575 -4.550 -3.961
H 0.846 -2.727 -4.443
H 0.059 -2.990 -2.905
H -2.076 -2.077 -3.802
H -1.287 -1.702 -5.337
H 1.252 -0.650 -5.026
H 1.313 0.898 -4.162
H -0.483 0.366 -6.600
H 1.027 1.258 -6.566
H -1.532 2.087 -5.094
H -0.774 2.899 -6.465
H 0.040 2.864 -4.887

The spin multiplicity is 8. The gap between HOMO and LUMO (alpha / beta) is 4.29 / 4.45 eV. As for the calculated total energy: -6898.6363 a.u. As for the expectation value of S²: 16.75. As for the highest occupied orbital energy (alpha / beta): -0.3 / -0.5 eV. As for the total charge: -2.